A molecular structure, C27H38N5O4Re, computed with ωB97M-V with the def2-TZVPD basis set.

Structure (XYZ):
```
75
Properties=species:S:1:pos:R:3:forces:R:3:mulliken_spin:R:1
Re -0.170 -1.246 0.391 0.06 0.06 -0.29 2.4876
N -0.585 -0.921 2.488 0.01 -0.08 0.01 -0.0643
C 0.191 -1.775 3.374 -0.07 0.10 -0.16 0.0073
C -0.457 -2.586 4.284 -0.05 -0.04 0.02 -0.0014
C 0.287 -3.420 5.103 0.06 -0.03 0.00 0.0092
C 1.670 -3.429 4.993 -0.02 0.01 -0.01 -0.0045
C 2.301 -2.607 4.071 0.04 -0.05 0.06 0.0034
C 1.573 -1.759 3.242 0.13 0.10 -0.08 0.0710
C 2.257 -0.895 2.240 0.06 -0.17 0.08 0.0949
C 3.482 -0.316 2.570 0.06 -0.01 0.04 -0.0416
C 4.206 0.422 1.646 -0.06 -0.02 0.00 0.0630
C 3.717 0.580 0.357 -0.04 -0.04 -0.02 -0.0435
C 2.489 0.031 0.019 0.13 0.08 0.08 0.0478
C 1.738 -0.689 0.952 -0.50 -0.08 -0.21 -0.0564
H -1.574 -1.016 2.707 -0.03 0.06 0.04 -0.0023
H -0.324 0.063 2.619 0.01 0.06 0.07 0.0142
H -1.540 -2.569 4.355 0.02 0.01 0.01 0.0014
H -0.212 -4.062 5.817 0.01 0.02 0.00 0.0004
H 2.260 -4.087 5.618 -0.01 0.02 -0.01 0.0000
H 3.379 -2.646 3.968 -0.05 0.01 0.01 0.0002
H 3.866 -0.441 3.575 0.00 0.02 -0.04 -0.0005
H 5.148 0.871 1.934 -0.02 -0.03 -0.01 0.0035
H 4.283 1.133 -0.382 -0.01 0.00 0.04 -0.0005
H 2.120 0.167 -0.990 -0.03 0.03 0.00 0.0223
C -1.043 -4.085 0.672 0.14 0.19 0.07 0.0256
O 0.032 -3.140 0.711 -0.38 -0.21 -0.11 0.1841
H -1.955 -3.676 0.220 0.04 0.09 -0.04 -0.0111
H -1.288 -4.423 1.681 0.06 0.05 0.07 0.0061
H -0.741 -4.958 0.092 0.06 0.02 -0.02 0.0057
C 0.885 -0.550 -5.864 -0.02 0.01 0.02 0.0030
C 1.605 -0.094 -4.601 -0.13 -0.02 0.03 -0.0034
N 0.888 -0.357 -3.333 0.06 0.01 -0.06 0.0196
C 0.114 0.766 -2.796 0.02 -0.03 -0.10 0.0487
C -1.247 0.895 -3.467 -0.01 0.02 -0.03 -0.0003
C 0.841 -1.561 -2.772 0.03 0.03 0.02 0.0200
C 1.431 -2.736 -3.506 0.00 0.01 -0.03 -0.0021
N 0.279 -1.821 -1.605 0.06 -0.01 0.08 0.0014
H 1.440 -0.201 -6.735 -0.01 -0.01 0.01 -0.0005
H -0.123 -0.140 -5.921 0.04 -0.02 -0.01 -0.0002
H 0.816 -1.634 -5.928 0.00 -0.01 0.00 0.0000
H 1.752 0.983 -4.634 -0.01 0.03 0.01 -0.0002
H 2.599 -0.531 -4.546 0.05 -0.03 0.03 0.0009
H 0.707 1.669 -2.941 0.00 0.03 0.01 0.0008
H 0.001 0.636 -1.728 0.04 -0.04 0.05 0.0200
H -1.154 1.172 -4.517 0.00 -0.01 0.04 0.0007
H -1.829 1.675 -2.976 0.01 0.02 -0.02 0.0002
H -1.800 -0.044 -3.397 0.01 0.04 0.01 0.0000
H 2.301 -2.473 -4.100 0.01 0.01 -0.01 0.0001
H 0.679 -3.154 -4.178 0.01 0.00 0.01 0.0024
H 1.723 -3.503 -2.794 0.01 -0.01 -0.01 -0.0013
H 0.345 -2.821 -1.454 0.05 -0.04 0.03 0.0109
C -3.395 2.217 2.688 0.05 -0.03 -0.04 0.0017
C -2.494 3.330 2.162 -0.03 -0.06 0.02 0.0004
C -1.830 3.028 0.796 -0.02 -0.12 -0.09 0.0121
C -1.028 4.260 0.343 0.02 0.01 -0.06 -0.0034
C -0.273 4.063 -0.966 -0.01 -0.05 0.01 0.0023
C -2.961 2.759 -0.182 -0.01 0.03 -0.04 -0.0010
O -3.739 3.605 -0.535 0.04 -0.03 -0.02 0.0022
N -3.129 1.438 -0.607 0.01 -0.01 0.05 0.0058
C -2.251 0.429 -0.354 0.05 0.00 0.06 0.0298
O -2.469 -0.746 -0.680 0.21 -0.10 0.19 0.0162
N -1.069 0.691 0.271 0.04 0.24 0.12 -0.0148
C -0.866 1.859 0.984 -0.27 -0.04 -0.05 -0.0084
O 0.037 1.939 1.791 0.10 -0.10 0.05 0.0161
H -3.747 2.452 3.692 0.01 0.00 -0.03 -0.0001
H -2.862 1.260 2.748 -0.01 0.05 0.01 -0.0015
H -4.275 2.073 2.058 0.03 0.00 0.02 -0.0002
H -1.684 3.530 2.861 0.02 0.01 0.03 0.0001
H -3.069 4.248 2.040 0.00 0.01 0.01 -0.0002
H -0.333 4.498 1.148 0.01 0.01 0.01 0.0000
H -1.734 5.084 0.251 0.00 0.03 0.01 -0.0001
H 0.446 3.241 -0.892 -0.03 0.03 0.00 0.0009
H 0.287 4.963 -1.222 -0.01 -0.02 0.01 0.0001
H -0.959 3.864 -1.794 0.01 -0.03 0.00 -0.0006
H -3.964 1.218 -1.135 -0.03 0.00 0.01 0.0002
```
Forces are in eV/Å.

Results
ΔE to the lowest compared entry with this formula, charge and spin   0.0000 eV
LUMO (spin up / spin down)   -2.113 / -3.613 eV
Electronic energy   -1704.5713 a.u.
Multiplicity   4
Expectation value of S²   3.78
Highest occupied orbital energy (spin up / spin down)   -10.77 / -11.20 eV
Net charge   +1

=====

A single C2H5N molecule, computed with ωB97M-V with the def2-TZVPD basis set.

Structure (XYZ):
```
8
Properties=species:S:1:pos:R:3:forces:R:3:mulliken_charge:R:1
C -0.835 -0.454 0.746 1.67 -2.72 -0.69 -0.1952
N 0.120 -0.576 -0.153 -2.53 0.92 1.96 -0.4003
C 0.721 0.733 -0.624 -4.35 -0.48 1.57 -0.8361
H -1.411 -1.417 1.270 1.76 2.42 -1.83 0.2067
H -1.073 0.495 1.210 -0.27 0.39 -0.05 0.2554
H 1.468 0.561 -1.289 2.22 -0.38 -1.71 0.2925
H 0.940 1.350 0.198 1.25 0.50 1.33 0.3504
H -0.080 1.370 -1.047 0.25 -0.65 -0.58 0.3266
```
Forces are in eV/Å.

Results
ΔE to the lowest compared entry with this formula, charge and spin   1.1507 eV
LUMO   1.174 eV
Electronic energy   -133.8911 a.u.
Multiplicity   1
Structure (SMILES)   C=NC
Highest occupied orbital energy   -9.89 eV